(1)
Computed, not measured: the molecule C5H11N at a distorted geometry, with wB97M-V/def2-TZVPD.

DFT total energy ... -6848.685 eV
Structure (SMILES) ... C/C=C/NCC
HOMO energy ... -5.95 eV

Last column: Mulliken charge in e.
Positions of all 17 atoms, in Å:
C1 0.13738 0.09531 -2.69236  -0.915
C2 0.68711 0.87817 -1.47101  -0.888
C3 0.21602 0.77195 -0.17564  0.278
N1 0.67068 0.25326 1.01537  -0.425
C4 -0.18835 -0.38350 2.08401  -0.405
C5 -1.26444 -1.24594 1.28667  -0.940
H1 -0.96156 0.02529 -2.68780  0.309
H2 0.40388 0.65205 -3.55394  0.334
H3 0.65800 -0.95413 -2.75806  0.183
H4 1.20018 1.78500 -1.76703  0.250
H5 -0.75519 1.22503 -0.13769  0.319
H6 1.50268 -0.27630 0.93743  0.379
H7 -0.57389 0.44865 2.61610  0.286
H8 0.55680 -1.09258 2.69066  0.289
H9 -0.59413 -1.68838 0.58608  0.282
H10 -2.03098 -0.53909 0.90845  0.289
H11 -1.62685 -2.05433 1.86821  0.376

=====

(2)
Computed, not measured: the molecule C5H11N at a distorted geometry, with wB97M-V/def2-TZVPD.

DFT total energy ... -6851.325 eV
Structure (SMILES) ... C=C(CC)NC
HOMO energy ... -8.28 eV

Last column: Mulliken charge in e.
Positions of all 17 atoms, in Å:
C1 0.40287 -1.57042 0.81139  -1.117
C2 0.23232 -0.34947 0.33857  0.797
C3 0.70854 -0.01098 -0.96789  -0.475
C4 -0.42681 -0.54622 -1.89670  -1.139
N1 -0.77245 0.35183 1.01418  -0.312
C5 -0.22209 1.72209 1.20657  -1.084
H1 0.06850 -1.70183 1.88316  0.125
H2 0.80060 -2.48563 0.42427  0.323
H3 1.62395 -0.60267 -1.32515  0.268
H4 0.96148 1.11230 -1.04791  0.269
H5 -0.29595 -0.32322 -2.90146  0.406
H6 -1.41076 -0.08903 -1.57857  0.274
H7 -0.54704 -1.58119 -1.50323  0.331
H8 -0.76945 -0.09084 1.94680  0.283
H9 0.72246 1.73590 1.67736  0.342
H10 -0.10229 2.07697 0.22197  0.359
H11 -0.97387 2.35241 1.69664  0.350

=====

(3)
Computed, not measured: the molecule C5H11N at a distorted geometry, with wB97M-V/def2-TZVPD.

DFT total energy ... -6851.989 eV
Structure (SMILES) ... C=C(CC)NC
HOMO energy ... -8.55 eV

Last column: Mulliken charge in e.
Positions of all 17 atoms, in Å:
C1 1.24554 0.94345 0.33831  -0.929
C2 0.19971 0.19583 -0.04519  0.182
C3 -0.19053 -1.05283 0.72255  -0.352
C4 0.91362 -2.10551 0.61454  -1.139
N1 -0.63095 0.57589 -1.14052  -0.317
C5 -1.54965 1.66921 -0.87495  -0.805
H1 1.71883 1.57162 -0.40758  0.287
H2 1.57901 0.99284 1.36683  0.300
H3 -1.04768 -1.45822 0.18550  0.273
H4 -0.46164 -0.79549 1.74846  0.317
H5 1.79737 -1.81181 1.18195  0.302
H6 1.16892 -2.17413 -0.44523  0.339
H7 0.62830 -3.10738 0.93509  0.335
H8 -0.01999 0.74809 -1.93118  0.303
H9 -2.06488 1.43369 0.06055  0.278
H10 -0.97840 2.58485 -0.66974  0.331
H11 -2.30756 1.78990 -1.63937  0.295

=====

(4)
Computed, not measured: the molecule C5H11N at a distorted geometry, with wB97M-V/def2-TZVPD.

DFT total energy ... -6852.136 eV
Structure (SMILES) ... CC/C=C(/C)N
HOMO energy ... -8.02 eV

Last column: Mulliken charge in e.
Positions of all 17 atoms, in Å:
C1 0.57119 -0.16904 -2.17053  -1.099
C2 -0.77741 -0.01588 -1.43405  -0.758
C3 -0.56819 0.69668 -0.09547  -0.555
C4 -0.12992 0.03662 0.99150  0.728
C5 -0.07162 0.61021 2.38806  -1.108
N1 0.30651 -1.31085 0.85927  -0.649
H1 0.79812 -1.18844 -2.46204  0.324
H2 1.45889 0.12974 -1.61176  0.351
H3 0.48469 0.72227 -2.87085  0.315
H4 -1.48120 0.61002 -2.00899  0.371
H5 -1.30462 -0.92078 -1.20525  0.363
H6 -1.07570 1.62546 0.01914  0.344
H7 0.67262 1.42617 2.56086  0.268
H8 0.31505 -0.23720 3.01442  0.335
H9 -1.07766 1.00338 2.52742  0.273
H10 1.12254 -1.41703 1.49900  0.257
H11 0.75670 -1.60132 -0.00073  0.241

=====

(5)
Computed, not measured: the molecule C5H11N, with wB97M-V/def2-TZVPD.

DFT total energy ... -6852.356 eV
Structure (SMILES) ... CC[C@H]1CN1C
HOMO energy ... -9.08 eV

Last column: Mulliken charge in e.
Positions of all 17 atoms, in Å:
C1 2.41314 -0.60634 0.44215  -1.120
C2 1.22802 -0.20789 -0.43426  -0.453
C3 -0.05932 -0.09506 0.34873  0.073
C4 -0.59671 1.20598 0.82657  -0.535
N1 -1.18516 0.52745 -0.31453  -0.328
C5 -2.47479 -0.09711 -0.09308  -0.832
H1 2.60372 0.14631 1.21574  0.303
H2 2.22640 -1.56205 0.94666  0.306
H3 3.32560 -0.71896 -0.15240  0.345
H4 1.41929 0.75436 -0.92500  0.297
H5 1.08822 -0.94342 -1.23738  0.225
H6 -0.29399 -0.95717 0.98231  0.307
H7 -0.06052 2.12669 0.59932  0.233
H8 -1.15587 1.21226 1.76420  0.286
H9 -2.57863 -0.95113 -0.77043  0.281
H10 -3.27052 0.62032 -0.31663  0.285
H11 -2.61043 -0.45793 0.94215  0.327

=====

(6)
Computed, not measured: the molecule C5H11N, with wB97M-V/def2-TZVPD.

DFT total energy ... -6853.360 eV
Structure (SMILES) ... C[C@@H]1CCNC1
HOMO energy ... -8.92 eV

Last column: Mulliken charge in e.
Positions of all 17 atoms, in Å:
C1 -1.99944 0.01631 -0.43044  -1.675
C2 -0.80843 0.10125 0.50402  0.574
C3 0.18902 1.24813 0.14891  -0.768
C4 1.52769 0.55029 -0.11332  -0.556
N1 1.12585 -0.76848 -0.54087  -0.470
C5 0.08383 -1.14679 0.42949  -0.784
H1 -1.67222 -0.11735 -1.47672  0.382
H2 -2.57221 0.95456 -0.41001  0.388
H3 -2.66826 -0.82229 -0.17300  0.378
H4 -1.17820 0.23763 1.51630  0.345
H5 0.26450 1.99147 0.93824  0.325
H6 -0.13687 1.75944 -0.76941  0.283
H7 2.12824 1.04268 -0.86927  0.367
H8 2.07982 0.55309 0.84212  0.283
H9 1.88344 -1.43271 -0.49576  0.219
H10 0.49406 -1.37847 1.40945  0.329
H11 -0.45925 -2.02383 0.04217  0.378

=====

(7)
Computed, not measured: the molecule C5H11N at a distorted geometry, with wB97M-V/def2-TZVPD.

DFT total energy ... -6852.379 eV
Structure (SMILES) ... C/C=C/NCC
HOMO energy ... -8.04 eV

Last column: Mulliken charge in e.
Positions of all 17 atoms, in Å:
C1 -1.89952 -2.41661 0.75115  -1.066
C2 -1.52454 -0.99124 0.45540  -0.147
C3 -0.26312 -0.56756 0.49634  -0.059
N1 0.08338 0.75452 0.11933  -0.281
C4 1.22039 0.93040 -0.76716  -0.309
C5 1.83150 2.31104 -0.58396  -1.182
H1 -0.91530 -2.90001 0.90894  0.258
H2 -2.39250 -2.95363 -0.05225  0.294
H3 -2.31186 -2.64171 1.74138  0.283
H4 -2.35792 -0.32300 0.23815  0.248
H5 0.53629 -1.27216 0.67557  0.223
H6 -0.80038 1.09015 -0.24618  0.221
H7 1.89844 0.15299 -0.38773  0.291
H8 1.09188 0.76079 -1.84400  0.268
H9 1.96413 2.45922 0.49380  0.324
H10 2.73546 2.52067 -1.15176  0.353
H11 1.10367 3.08616 -0.84704  0.281

=====

(8)
Computed, not measured: a cluster of 2 separate species, C5H11N in total at a distorted geometry, with wB97M-V/def2-TZVPD.

DFT total energy ... -6850.003 eV
Structure (SMILES) ... C=CC.C=NC
HOMO energy ... -8.78 eV

Last column: Mulliken charge in e.
Positions of all 17 atoms, in Å:
C1 -0.97367 0.44569 1.51596  -0.842
C2 -1.68541 -0.69621 1.54142  0.127
C3 -2.14603 -1.44150 0.32183  -0.996
H1 -0.55877 0.89432 2.44064  0.326
H2 -0.91748 1.07077 0.60438  0.284
H3 -1.52481 -1.40267 2.38725  0.239
H4 -1.51790 -2.16210 -0.10487  0.303
H5 -2.20499 -0.68622 -0.52287  0.254
H6 -3.19290 -1.74044 0.48289  0.297
C4 1.74692 1.05898 0.24014  -0.413
N1 2.26684 0.22879 -0.65169  -0.392
C5 1.88741 0.38853 -2.07704  -0.652
H7 1.46969 0.61326 1.23677  0.356
H8 1.72818 2.13345 -0.09990  0.325
H9 0.81948 0.37280 -2.08937  0.236
H10 2.37770 1.29741 -2.45913  0.318
H11 2.42574 -0.37486 -2.76639  0.233

=====

(9)
Computed, not measured: the molecule C5H11N, with wB97M-V/def2-TZVPD.

DFT total energy ... -6852.182 eV
Structure (SMILES) ... CC(C)N1CC1
HOMO energy ... -8.89 eV

Last column: Mulliken charge in e.
Positions of all 17 atoms, in Å:
C1 -0.82451 1.33927 1.24586  -1.465
C2 -0.03071 0.17365 0.65921  0.729
C3 1.42509 0.57124 0.41548  -1.459
N1 -0.75080 -0.29064 -0.54348  -0.301
C4 -0.05432 -0.72857 -1.73795  -0.441
C5 -0.74669 -1.70112 -0.85985  -0.372
H1 -0.84463 2.17881 0.54203  0.322
H2 -1.85874 1.03456 1.43037  0.352
H3 -0.38259 1.68468 2.18780  0.396
H4 -0.04294 -0.64756 1.39103  0.204
H5 1.49206 1.33310 -0.37031  0.364
H6 2.04874 -0.28246 0.12551  0.329
H7 1.85234 0.98928 1.33309  0.415
H8 1.03389 -0.75493 -1.74479  0.200
H9 -0.49738 -0.41296 -2.68114  0.232
H10 -1.70691 -2.13363 -1.13705  0.246
H11 -0.11189 -2.35271 -0.25581  0.250

=====

(10)
Computed, not measured: the molecule C5H11N, with wB97M-V/def2-TZVPD.

DFT total energy ... -6852.093 eV
Structure (SMILES) ... CC[C@H]1CN1C
HOMO energy ... -9.07 eV

Last column: Mulliken charge in e.
Positions of all 17 atoms, in Å:
C1 2.19013 -0.97498 0.01450  -1.244
C2 1.33158 0.18690 -0.47594  -0.435
C3 0.04171 0.33940 0.30189  -0.114
C4 -0.82304 1.54475 0.47404  -0.447
N1 -1.17118 0.49132 -0.44706  -0.307
C5 -2.23696 -0.45630 -0.24609  -0.859
H1 2.61810 -0.80996 1.00981  0.318
H2 1.57452 -1.87865 0.07947  0.340
H3 3.01548 -1.17141 -0.67693  0.353
H4 1.91166 1.11748 -0.50186  0.287
H5 1.02068 -0.02412 -1.50467  0.278
H6 -0.05343 -0.30129 1.18434  0.403
H7 -0.59635 2.49453 -0.00420  0.261
H8 -1.28082 1.61835 1.46475  0.280
H9 -1.94381 -1.38982 -0.74037  0.287
H10 -3.14510 -0.10314 -0.74244  0.291
H11 -2.45316 -0.68305 0.81076  0.308

=====

Respective Kohn-Sham gap values: 6.523, 9.362, 9.690, 9.037, 10.295, 10.080, 9.274, 9.557, 10.080, 10.282 eV.
Respective ΔE to the lowest compared entry with this formula, charge and spin values: 111.7, 50.8, 35.5, 32.1, 27.0, 3.9, 26.5, 81.3, 31.0, 33.1 kcal/mol.